Entry 1:
45
Properties=species:S:1:pos:R:3 method="wB97M-V/def2-TZVPD" energy_ha=-3367.279037 orbital_gap_ev="5.5 / 4.8" de_lowest_kcal_mol=84.11 homo_ev="-14.3 / -13.6" s_squared=6.070 lumo_ev="-8.816 / -8.748" molar_mass_g_mol=470.589 spin_multiplicity=5 total_charge=+2
C 1.1350 1.5400 1.1486
I -0.8484 -1.3376 0.5390
H 0.5846 1.6812 0.2440
H 2.1921 1.6084 1.0715
H 1.0507 2.4245 1.8227
Co -1.6099 2.1508 -3.0037
P 0.8921 0.2378 -2.1372
C 2.4347 -0.7528 -1.6651
C 0.5037 -0.6932 -3.6736
H 1.3428 -0.7564 -4.3715
H 2.3864 1.5859 -3.6116
H -0.3558 -0.1969 -4.1562
H 0.7556 2.3349 -3.3327
H 2.2434 -1.8330 -1.7259
H 0.1902 -1.6987 -3.3726
C 1.5901 1.7528 -2.8698
H 3.3227 -0.5453 -2.2737
H 1.9912 2.3678 -2.0382
H 2.7151 -0.5443 -0.6001
P -2.3462 0.6683 0.6602
C -2.3551 -0.0525 2.3676
C -2.5942 2.4301 0.9383
H -4.0736 0.5758 -1.0048
H -4.7361 0.3422 0.6334
H -3.8961 -1.0097 -0.2290
C -3.9010 0.0757 -0.0390
H -2.6161 2.9788 -0.0161
H -3.5700 2.5296 1.4576
H -3.3524 0.0124 2.7864
H -1.6746 0.4871 3.0278
H -1.7821 2.8229 1.5678
H -1.9331 -1.1406 2.2872
Cl -3.4747 1.3170 -4.0263
C 1.7312 -3.3745 0.8432
C 1.7149 -2.0918 1.6572
N 1.0851 -0.9466 1.1414
C 1.0594 0.0389 2.1530
C 2.0134 -0.3180 3.0837
N 2.2082 -1.8192 2.8613
H 1.4533 -4.2154 1.4540
H 0.9742 -3.2817 0.0211
H 2.6883 -3.4710 0.3104
H 0.0734 0.4926 2.5507
H 2.2834 0.1798 3.9627
H 2.5040 -2.5558 3.5563


Entry 2:
47
Properties=species:S:1:pos:R:3 method="wB97M-V/def2-TZVPD" energy_ha=-2562.593604 orbital_gap_ev="6.2 / 5.8" de_lowest_kcal_mol=0.00 homo_ev="-12.4 / -14.9" s_squared=6.034 lumo_ev="-6.147 / -9.106" molar_mass_g_mol=651.939 spin_multiplicity=5 total_charge=+2
C 0.0047 0.5882 -6.5575
C 0.0105 1.3943 -5.3209
H 0.0073 1.2731 -7.4161
H -0.8978 -0.0367 -6.5555
H 0.9015 -0.0449 -6.5590
O 0.0201 2.5651 -5.0904
I -0.0025 -0.0275 -3.4040
Ir 0.0001 -0.5387 -0.6423
P 2.2350 -0.2482 -0.4614
C 2.6016 1.0568 0.7408
C 3.0408 -1.7815 0.1228
H 4.0963 -1.6632 -0.1439
H 4.0845 0.0246 -2.0298
H 2.6093 -2.6418 -0.4042
H 2.5658 -0.4638 -2.8504
H 2.0849 0.8919 1.6945
H 2.9367 -1.9361 1.2054
C 3.0000 0.1729 -2.0702
H 3.6858 1.0754 0.9071
H 2.7539 1.2154 -2.2967
H 2.2518 2.0014 0.3225
P -2.2291 -0.2098 -0.4537
C -2.5756 1.1052 0.7457
C -2.9955 0.2102 -2.0624
H -2.6422 -2.5987 -0.3732
H -4.1104 -1.5939 -0.1092
H -2.9428 -1.8702 1.2320
C -3.0545 -1.7258 0.1488
H -2.5716 -0.4363 -2.8404
H -4.0815 0.0745 -2.0174
H -3.6601 1.1395 0.9111
H -2.2183 2.0432 0.3177
H -2.7378 1.2485 -2.2954
H -2.0569 0.9376 1.6998
Cl -0.0228 -2.7511 -1.3025
S -0.0061 -1.4867 1.4057
C 0.0315 -0.3747 2.7102
N 1.1407 0.0069 3.3704
C 0.8259 0.5278 4.6842
C -0.6846 0.5744 4.6943
N -1.0491 0.0606 3.3860
H 2.0640 -0.3681 3.1899
H 1.2632 1.5160 4.8513
H 1.2055 -0.1729 5.4382
H -1.0600 1.5900 4.8489
H -1.0936 -0.0902 5.4658
H -1.9959 -0.2579 3.2149


Entry 3:
46
Properties=species:S:1:pos:R:3 method="wB97M-V/def2-TZVPD" energy_ha=-3041.129254 orbital_gap_ev="6.7 / 6.8" de_lowest_kcal_mol=0.00 homo_ev="-14.7 / -14.7" s_squared=8.777 lumo_ev="-7.988 / -7.839" molar_mass_g_mol=594.083 spin_multiplicity=6 total_charge=+2
C 3.7996 0.7173 -0.0483
I 2.8196 -0.1361 1.9796
H 3.1739 0.8494 -0.9670
H 4.5948 -0.0102 -0.2175
H 4.2186 1.6674 0.2843
Sm 0.9885 0.3066 -0.3323
P 1.3282 -2.3817 -1.5300
C 1.7260 -3.9328 -0.6226
C -0.0323 -3.0721 -2.5511
H 0.2449 -4.0788 -2.9031
H 2.7146 -3.3554 -3.3194
H -0.2384 -2.4045 -3.3925
H 2.5649 -1.5678 -3.4621
H 0.8943 -4.1904 0.0433
H -0.9465 -3.1285 -1.9428
C 2.6974 -2.4049 -2.7637
H 1.8818 -4.7496 -1.3378
H 3.6534 -2.2520 -2.2587
H 2.6146 -3.7799 -0.0014
P -0.0151 3.0029 0.4956
C -0.2499 3.5036 2.2506
C 1.0121 4.4408 -0.0346
H -1.6594 3.4831 -1.2211
H -1.8446 4.5891 0.2069
H -2.4315 2.8796 0.2478
C -1.6547 3.5559 -0.1281
H 1.2052 4.3669 -1.1120
H 0.5038 5.3883 0.1920
H -0.5947 4.5440 2.3043
H 0.6923 3.3793 2.7956
H 1.9802 4.4071 0.4731
H -0.9890 2.8403 2.7121
Cl 0.9597 1.2075 -2.6714
C -3.6496 0.5567 1.5274
N -2.9616 -0.7257 1.4908
C -3.1527 -1.7675 2.3829
C -2.2543 -2.7360 2.0579
N -1.5626 -2.2703 0.9542
C -2.0159 -1.0356 0.5807
S -1.7504 -0.1504 -0.8584
H -2.9269 1.3680 1.7457
H -4.1337 0.7409 0.5560
H -4.3907 0.5517 2.3290
H -3.9169 -1.7164 3.1287
H -2.0577 -3.7095 2.4972
H -0.8398 -2.7905 0.4400


Entry 4:
45
Properties=species:S:1:pos:R:3 method="wB97M-V/def2-TZVPD" energy_ha=-3098.936200 orbital_gap_ev=7.3 de_lowest_kcal_mol=0.00 homo_ev=-15.7 lumo_ev=-8.454 molar_mass_g_mol=682.058 spin_multiplicity=1 total_charge=+2
I 1.4770 3.7238 -3.6839
I -0.3410 1.6862 -4.4322
Lu 0.3219 0.5944 -0.5885
P 1.8251 -1.2225 -1.9320
C 1.0382 -2.7471 -2.6239
C 2.8974 -0.4261 -3.1968
H 3.6674 -1.0855 -3.6354
H 3.7163 -2.5188 -0.9507
H 3.4107 0.4310 -2.7257
H 3.4589 -0.9581 -0.1300
H 0.3389 -2.4751 -3.4432
H 2.2738 -0.0215 -4.0184
C 2.9504 -1.8224 -0.5827
H 1.7199 -3.5336 -3.0303
H 2.3772 -2.3425 0.2055
H 0.4436 -3.2360 -1.8163
P -1.3025 2.6135 0.2226
C -3.1364 2.3658 0.2580
C -0.8000 2.7785 2.0030
H 0.2122 4.3546 -0.5215
H -1.3694 5.0994 -0.1552
H -1.1342 4.1684 -1.6662
C -0.8814 4.2083 -0.5893
H 0.2880 2.9315 2.0554
H -1.2904 3.6248 2.5026
H -3.7519 3.1622 0.7421
H -3.3585 1.4212 0.8088
H -1.0498 1.8659 2.5728
H -3.5237 2.2505 -0.7768
C -1.4750 -0.2463 -1.7154
O -2.3784 -0.9607 -1.7568
C -0.3665 -2.8969 1.5165
C -0.3767 -1.4804 2.0927
C -1.7981 -1.1211 2.5262
C 0.6478 -1.2925 3.2173
O 0.0282 -0.5444 1.0242
H -0.6271 -3.6972 2.2434
H 0.5951 -3.1022 1.0614
H -1.0784 -2.9008 0.6881
H -2.2060 -1.7418 3.3547
H -1.8466 -0.0707 2.7861
H -2.4279 -1.2229 1.6397
H 1.6313 -1.4694 2.8059
H 0.6476 -0.2483 3.4976
H 0.5531 -1.8950 4.1471


Entry 5:
68
Properties=species:S:1:pos:R:3 method="wB97M-V/def2-TZVPD" energy_ha=-3558.374930 orbital_gap_ev=10.2 de_lowest_kcal_mol=32.53 homo_ev=-10.8 lumo_ev=-0.567 molar_mass_g_mol=677.551 spin_multiplicity=1 total_charge=0
C -5.6330 -1.7754 1.1905
N -4.3348 -1.8235 0.4540
O -4.0799 -2.8769 -0.1060
O -3.5797 -0.8833 0.5699
H -5.5057 -1.6754 2.2641
H -6.3060 -2.5963 0.9734
H -6.1099 -0.8638 0.8230
C -2.4699 1.0223 -3.2190
N -3.6778 1.2980 -4.0522
O -4.4779 2.1259 -3.6814
O -3.7986 0.5800 -5.0330
H -2.5643 0.0019 -2.8573
H -2.5112 1.7950 -2.4550
H -1.5518 1.0607 -3.7967
C 3.6611 3.0631 0.5222
N 2.2040 3.0487 0.1139
O 1.5809 2.0538 0.4380
O 1.7709 4.0263 -0.4439
H 3.9773 2.0983 0.1325
H 3.6464 3.0973 1.6089
H 4.1151 3.9536 0.1110
C -0.5329 -1.0392 -0.5042
N 0.2025 -0.6418 0.7384
O -0.4221 -0.2105 1.6869
O 1.4040 -0.7875 0.6974
H -1.0145 -0.1598 -0.9169
H -1.2602 -1.8309 -0.3425
H 0.3012 -1.4660 -1.0537
C 1.2848 -3.2439 2.3492
N 2.3547 -3.5999 3.2724
O 2.8679 -4.6936 3.0609
O 2.5894 -2.9074 4.2414
H 1.6195 -3.2159 1.3173
H 0.8410 -2.2710 2.5420
H 0.4802 -3.9661 2.4707
C -1.6080 3.1791 1.7206
C -2.4677 2.3622 0.7724
O -3.0304 3.3361 -0.0939
S -2.0139 4.5757 -0.3816
O -2.7318 5.8075 -0.4188
O -1.1482 4.1759 -1.4483
O -1.3091 4.4143 1.0739
H -0.7867 2.6365 2.1789
H -2.2826 3.5275 2.5135
H -3.2690 1.7993 1.2341
H -1.7824 1.7301 0.1960
C 2.3946 0.2374 3.7057
C 3.8004 0.6455 4.2329
O 3.7900 2.0509 4.3061
S 2.2499 2.6227 4.4181
O 2.2459 3.9471 3.8622
O 1.6658 2.4340 5.7306
O 1.6822 1.4403 3.4781
H 1.8226 -0.3411 4.4341
H 2.3848 -0.3399 2.7829
H 4.5505 0.3294 3.5095
H 4.0154 0.1573 5.1818
C 2.2510 -3.2381 -5.9501
C 0.7197 -3.0646 -5.8293
O 0.4592 -3.0091 -4.4175
S 1.6582 -3.8107 -3.6589
O 1.5344 -5.2121 -3.9549
O 1.6782 -3.3038 -2.3181
O 2.7710 -3.1466 -4.6304
H 2.6623 -2.4164 -6.5307
H 2.5075 -4.2040 -6.3841
H 0.1402 -3.9070 -6.2057
H 0.3756 -2.1122 -6.2250


Entry 6:
42
Properties=species:S:1:pos:R:3 method="wB97M-V/def2-TZVPD" energy_ha=-1002.304161 orbital_gap_ev=10.0 de_lowest_kcal_mol=0.00 homo_ev=-9.2 lumo_ev=0.724 molar_mass_g_mol=238.308 spin_multiplicity=1 smiles=CCCCO[PH3]C[C@@H](C)O.C1CCOC1 total_charge=0
C 1.5928 2.0529 -3.5711
C 1.9132 0.6785 -2.9868
C 0.7147 -0.2716 -2.8681
C -0.5679 0.2852 -2.2233
O -0.7777 -0.1756 -0.9017
P 0.0178 0.6998 0.3539
C 0.8697 1.6741 1.7493
C 2.3512 1.8951 1.4925
C 2.9986 2.9050 2.4313
O 2.9844 0.6139 1.6333
H 0.9797 1.9584 -4.4721
H 2.5090 2.5733 -3.8551
H 1.0574 2.6947 -2.8709
H 2.6665 0.1942 -3.6126
H 2.3799 0.8065 -2.0035
H 1.0032 -1.1480 -2.2822
H 0.4690 -0.6435 -3.8679
H -0.5564 1.3859 -2.2319
H -1.4439 -0.0123 -2.8015
H -0.5902 1.8785 -0.1310
H -0.7000 -0.1059 1.2449
H 1.2665 0.2485 -0.1092
H 0.7659 1.1432 2.7022
H 0.3700 2.6419 1.8551
H 2.4871 2.2293 0.4511
H 2.3227 3.7351 2.6436
H 3.2306 2.4067 3.3740
H 3.9242 3.3131 2.0222
H 3.7317 0.5497 1.0249
C -2.4163 -3.7213 1.5215
C -2.5996 -2.7580 0.3491
C -3.8116 -1.9561 0.8004
O -3.7343 -1.8919 2.2266
C -2.7605 -2.8205 2.7021
H -1.4100 -4.1325 1.5930
H -3.1228 -4.5513 1.4547
H -1.7362 -2.1013 0.2517
H -2.7560 -3.2560 -0.6072
H -4.7480 -2.4460 0.5113
H -3.8166 -0.9384 0.4073
H -1.8756 -2.2736 3.0479
H -3.1822 -3.3598 3.5517


Entry 7:
49
Properties=species:S:1:pos:R:3 method="wB97M-V/def2-TZVPD" energy_ha=-4870.340883 orbital_gap_ev="6.9 / 6.7" de_lowest_kcal_mol=0.00 homo_ev="-11.3 / -12.0" s_squared=0.760 lumo_ev="-4.369 / -5.296" molar_mass_g_mol=552.480 spin_multiplicity=2 total_charge=+1
Ru 0.5542 -0.0261 -0.8279
S -0.7544 3.2977 1.8758
C -0.2011 2.1640 0.9095
S 0.3979 0.5258 1.4455
S -0.0595 2.1196 -0.8410
C 2.2750 -2.5649 -1.8053
Si 2.5017 -0.7158 -1.9970
C 4.2483 -0.1420 -2.2512
C 1.2051 -0.0671 -3.2146
Ge 2.6130 0.3117 0.6346
Si 3.3196 -1.4538 2.1330
C 2.1983 -2.9332 1.9028
C 3.1490 -0.7523 3.8579
C 5.1021 -1.8574 1.7272
Si 3.7338 2.4622 0.4261
C 3.1317 3.4523 1.8934
C 3.3409 3.2804 -1.2146
C 5.5514 2.0510 0.5799
H 1.9436 -2.9787 -2.7595
H 1.5216 -2.8338 -1.0606
H 3.2100 -3.0519 -1.5239
H 4.6975 -0.5910 -3.1389
H 4.8406 -0.4609 -1.3881
H 4.3164 0.9420 -2.3414
H 1.0446 -0.8595 -3.9482
H 1.5481 0.8479 -3.6937
H 0.1590 0.1394 -2.8944
H 1.1532 -2.6599 1.7397
H 2.2421 -3.5355 2.8136
H 2.5206 -3.5631 1.0737
H 2.1002 -0.6620 4.1446
H 3.6123 0.2298 3.9641
H 3.6371 -1.4279 4.5646
H 5.2546 -2.1364 0.6830
H 5.4024 -2.7090 2.3428
H 5.7752 -1.0299 1.9542
H 2.0473 3.5532 1.8970
H 3.5590 4.4578 1.8598
H 3.4345 2.9925 2.8357
H 2.8074 2.6260 -1.9049
H 4.2662 3.5990 -1.6995
H 2.7195 4.1629 -1.0583
H 5.7710 1.4814 1.4834
H 6.1165 2.9854 0.6291
H 5.9219 1.4875 -0.2780
F -1.3283 -1.5093 -2.2584
C -1.2613 -0.9819 -0.9947
F -1.2010 -2.0532 -0.1474
H -2.1819 -0.4245 -0.8141


Entry 8:
48
Properties=species:S:1:pos:R:3 method="wB97M-V/def2-TZVPD" energy_ha=-1587.423432 orbital_gap_ev=3.8 homo_ev=-10.0 lumo_ev=-6.173 molar_mass_g_mol=329.317 spin_multiplicity=1 total_charge=+1
C -1.4150 3.8173 -0.8304
C -1.6521 2.3092 -1.5137
C -2.7616 1.5626 -0.5521
C -3.6875 0.4508 -1.3367
P -5.5633 0.8249 -1.3233
F -6.2961 0.8724 -2.9336
N -5.9774 2.4112 -0.5505
C -5.8317 3.4407 -1.4884
O -5.3183 4.1732 -2.5145
H -0.4906 4.3806 -1.2770
H -1.3135 3.5959 0.3380
H -2.3610 4.4899 -0.9837
H -2.0378 2.3912 -2.6399
H -0.5949 1.8026 -1.5178
H -2.1638 1.0020 0.3142
H -3.3854 2.4282 -0.0380
H -3.2620 0.2217 -2.4258
H -3.5468 -0.5734 -0.7399
H -6.2551 -0.2022 -0.5756
O 1.3805 0.8784 1.0914
P 1.5831 -0.4880 0.3918
N 1.2857 -1.3120 1.8673
C 2.0043 -2.3997 2.4955
C -0.1241 -1.3337 2.2708
N 3.2929 -0.1505 0.2210
C 4.2994 -0.5977 1.1856
C 3.6140 1.2800 -0.0178
N 1.8159 -2.0587 -0.4124
C 0.6394 -2.9025 -0.6015
C 3.0442 -2.7632 -0.7233
H 1.8785 -3.3532 1.9788
H 1.6743 -2.5557 3.5314
H 3.0672 -2.2012 2.6022
H -0.7093 -2.0041 1.6363
H -0.5677 -0.3357 2.2000
H -0.2576 -1.6527 3.3105
H 4.0993 -0.2238 2.1971
H 5.3044 -0.2524 0.9032
H 4.3961 -1.6811 1.2071
H 3.5740 1.8838 0.9090
H 2.9158 1.7242 -0.7388
H 4.6173 1.3976 -0.4419
H 0.4589 -3.5516 0.2551
H 0.7276 -3.5434 -1.4844
H -0.2481 -2.2828 -0.7575
H 3.4462 -3.2805 0.1521
H 3.8094 -2.1079 -1.1480
H 2.8922 -3.5308 -1.4916


Entry 9:
48
Properties=species:S:1:pos:R:3 method="wB97M-V/def2-TZVPD" energy_ha=-1825.100056 orbital_gap_ev=4.3 de_lowest_kcal_mol=116.59 homo_ev=-4.9 lumo_ev=-0.585 molar_mass_g_mol=511.726 spin_multiplicity=1 total_charge=0
Sr 0.2743 0.6053 -1.6408
N -3.1340 0.9538 -0.2795
C -3.3546 2.3403 0.1954
C -4.0465 3.2262 -0.8353
C -3.3561 3.3495 -2.1968
N -3.7224 2.2317 -3.0821
H -4.0091 0.5677 -0.6115
H -2.7648 0.3889 0.4744
H -2.3701 2.7516 0.4251
H -3.9711 2.3625 1.0993
H -4.1548 4.2148 -0.3747
H -5.0475 2.8269 -1.0335
H -2.2912 3.4058 -2.0580
H -3.6909 4.2675 -2.6776
H -3.0830 1.4758 -2.9317
H -3.5706 2.5085 -4.0399
Te -0.1246 1.9688 -4.2440
C 3.3331 -0.2321 -3.2856
C 3.6824 0.1982 -1.8583
S 2.3635 0.3693 -0.5771
O 3.1953 0.0240 0.6173
C 1.4221 -1.1179 -1.1418
C 2.0899 -2.4111 -0.6495
H 4.2082 -0.0774 -3.9185
H 2.5159 0.3559 -3.7349
H 3.0938 -1.2933 -3.3439
H 4.1627 1.1752 -1.8570
H 4.3691 -0.5058 -1.3932
H 1.3979 -1.0457 -2.2275
H 0.4016 -1.0993 -0.7745
H 3.1157 -2.5063 -0.9959
H 1.5242 -3.2766 -0.9842
H 2.1074 -2.4192 0.4354
S 0.0902 0.4213 0.8909
C 0.3811 -0.6661 2.1941
N -0.4954 -1.6470 2.4231
C -0.4252 -2.5090 3.6100
C 1.0346 -2.7772 3.9179
C 1.7044 -1.4320 4.1172
N 1.4711 -0.5641 2.9504
H -1.3924 -1.5290 1.9852
H -0.9622 -3.4301 3.3999
H -0.9036 -2.0233 4.4609
H 1.4989 -3.3026 3.0823
H 1.1318 -3.4013 4.8051
H 2.7772 -1.5214 4.2613
H 1.2943 -0.9510 5.0029
H 2.2300 -0.2506 2.3994